[1]
{"formula": "C32H20Cl5F5IrN3O2S", "method": "ωB97M-V/def2-TZVPD", "species": ["Ir", "Cl", "C", "C", "C", "Cl", "C", "Cl", "C", "Cl", "C", "Cl", "F", "C", "C", "F", "C", "F", "C", "S", "C", "F", "C", "F", "C", "C", "C", "C", "C", "N", "H", "H", "H", "H", "H", "H", "H", "H", "H", "O", "C", "N", "C", "C", "O", "N", "C", "C", "C", "C", "C", "C", "C", "C", "C", "C", "C", "C", "H", "H", "H", "H", "H", "H", "H", "H", "H", "H", "H"], "coordinates": [[1.8509, 0.1627, 0.5327], [4.4561, 0.6178, 3.2658], [4.8520, 0.6637, 1.5896], [3.8526, 0.5033, 0.6368], [4.2758, 0.5552, -0.6808], [2.9336, 0.3428, -1.8062], [5.5710, 0.7435, -1.1156], [5.9430, 0.7840, -2.7913], [6.5486, 0.9038, -0.1365], [8.1849, 1.1530, -0.6006], [6.1852, 0.8636, 1.2105], [7.4009, 1.0681, 2.4098], [-4.4816, 1.1916, 3.1041], [-3.1829, 0.9235, 2.9976], [-2.2575, 1.9488, 3.0195], [-2.6651, 3.2162, 3.1465], [-0.9116, 1.6511, 2.9303], [-0.0573, 2.6819, 3.0113], [-0.4392, 0.3532, 2.7765], [1.2932, -0.0042, 2.7590], [-1.4008, -0.6543, 2.7483], [-1.0403, -1.9297, 2.5983], [-2.7516, -0.3846, 2.8775], [-3.6487, -1.3711, 2.8934], [1.8324, 5.2445, 1.9099], [1.2164, 4.7011, 0.6137], [1.9233, 5.2930, -0.6136], [-0.2897, 4.9849, 0.5603], [1.4206, 3.2441, 0.5891], [1.5786, 2.1135, 0.5686], [1.6844, 6.3246, 1.9407], [2.9021, 5.0389, 1.9513], [1.3582, 4.8027, 2.7846], [1.7869, 6.3747, -0.6068], [1.5024, 4.8970, -1.5378], [2.9919, 5.0789, -0.5950], [-0.4352, 6.0656, 0.5464], [-0.8009, 4.5759, 1.4300], [-0.7370, 4.5641, -0.3402], [1.8720, -1.9361, 0.3363], [0.6694, -1.9745, -0.0585], [-0.0467, -3.0144, -0.4855], [-1.3330, -2.5369, -0.9919], [-1.2572, -1.0255, -0.5635], [-2.1482, -0.2240, -0.7008], [0.0051, -0.8033, -0.0942], [-1.3803, -2.5479, -2.5205], [-0.2124, -2.5790, -3.2746], [-0.2693, -2.5253, -4.6607], [-1.4929, -2.4270, -5.3043], [-2.6597, -2.3825, -4.5542], [-2.6057, -2.4430, -3.1708], [-2.4852, -3.3275, -0.3898], [-2.4283, -4.7179, -0.4655], [-3.4536, -5.4964, 0.0409], [-4.5598, -4.8907, 0.6243], [-4.6274, -3.5100, 0.6893], [-3.5964, -2.7273, 0.1816], [0.3245, -3.9413, -0.5950], [0.7518, -2.6468, -2.7864], [0.6476, -2.5596, -5.2349], [-1.5383, -2.3858, -6.3847], [-3.6193, -2.3016, -5.0481], [-3.5193, -2.4083, -2.5923], [-1.5843, -5.2060, -0.9407], [-3.3921, -6.5750, -0.0231], [-5.3632, -5.4958, 1.0236], [-5.4834, -3.0284, 1.1440], [-3.6601, -1.6499, 0.2220]], "multiplicity": 1, "energy_ev": -131949.288, "lumo_ev": -0.13, "homo_energy_ev": -8.27, "homo_lumo_gap_ev": 8.14}

---

[2]
{"formula": "C32H20F6NNiO24S2", "method": "ωB97M-V/def2-TZVPD", "species": ["Ni", "C", "F", "F", "F", "S", "O", "O", "N", "S", "O", "O", "C", "F", "F", "F", "C", "C", "C", "O", "C", "C", "C", "O", "O", "O", "H", "H", "H", "H", "C", "C", "C", "O", "C", "C", "C", "O", "O", "O", "H", "H", "H", "H", "C", "C", "C", "O", "C", "C", "C", "O", "O", "O", "H", "H", "H", "H", "C", "C", "C", "O", "C", "C", "C", "O", "O", "O", "H", "H", "H", "H", "C", "C", "C", "O", "C", "C", "C", "O", "O", "O", "H", "H", "H", "H"], "coordinates": [[0.4171, -0.2917, 0.2446], [4.3085, 0.9394, 1.3031], [4.7386, 1.5721, 0.1961], [5.2770, 0.7631, 2.2384], [3.3163, 1.6323, 1.9151], [3.6252, -0.8631, 0.9445], [3.6427, -0.9962, -0.5059], [4.4803, -1.7719, 1.6967], [1.8888, -0.7047, 1.4675], [2.0074, -0.8456, 3.0597], [3.2757, -0.5280, 3.7238], [0.8214, -0.3737, 3.7227], [1.8398, -2.8180, 3.3038], [1.6047, -3.4810, 2.1182], [3.0048, -3.3106, 3.8203], [0.8696, -3.0706, 4.1655], [-2.3547, 0.3425, -4.3036], [-1.5203, 0.2039, -3.2688], [-1.8616, 0.6255, -1.8757], [-1.1468, 0.4564, -0.8762], [-3.2709, 0.9788, -1.7723], [-4.0666, 1.1341, -2.8003], [-3.7168, 0.8415, -4.2158], [-4.4550, 0.8705, -5.2048], [-5.3546, 1.5930, -2.6308], [-0.2529, -0.3036, -3.4405], [-1.9908, -0.0059, -5.2589], [-3.6144, 1.4158, -0.8463], [-5.4201, 1.9254, -1.7325], [-0.0706, -0.3506, -4.3819], [2.4632, -4.6316, -2.7104], [2.1831, -3.4415, -2.2308], [0.9468, -3.0326, -1.4661], [0.7190, -1.9040, -1.1054], [0.1925, -4.2134, -1.1340], [0.4840, -5.4575, -1.6194], [1.6034, -5.7528, -2.5936], [1.8113, -6.8531, -3.0856], [-0.1704, -6.4823, -1.0805], [3.0427, -2.4369, -2.5338], [3.2917, -4.6613, -3.4027], [-0.6830, -4.1677, -0.5033], [0.1502, -7.2945, -1.4796], [3.1161, -1.8498, -1.7778], [-1.9539, 4.5612, 2.3086], [-1.5167, 3.5140, 1.4454], [-0.4717, 2.4825, 1.8602], [-0.2437, 1.3698, 1.3920], [0.1888, 2.9164, 3.0683], [-0.1128, 3.9084, 3.8620], [-1.2728, 4.8105, 3.5642], [-1.6561, 5.7591, 4.2882], [0.5803, 4.3130, 4.9664], [-2.1038, 3.2936, 0.2304], [-2.6253, 5.3210, 1.9366], [0.8710, 2.1750, 3.4573], [0.2654, 5.1265, 5.3672], [-2.7436, 3.9625, -0.0245], [1.9766, 4.4471, -2.6222], [1.6067, 3.5172, -1.7539], [1.8925, 2.0313, -1.9603], [1.5229, 1.1519, -1.1704], [2.5675, 1.8363, -3.2061], [2.8809, 2.6981, -4.1818], [2.6670, 4.2024, -3.9049], [3.0155, 5.0833, -4.6570], [3.3722, 2.2712, -5.4116], [0.9488, 3.7589, -0.5638], [1.7349, 5.4528, -2.3115], [2.8106, 0.7965, -3.3681], [3.3888, 3.0189, -6.0134], [0.3718, 4.5163, -0.6862], [-4.1847, -1.5705, 2.9824], [-3.1773, -1.1247, 2.1875], [-1.9452, -1.8093, 1.8339], [-1.0808, -1.3449, 1.0992], [-1.8345, -3.1064, 2.5549], [-2.8061, -3.5305, 3.3600], [-4.1510, -2.8064, 3.6552], [-5.1285, -3.2882, 4.3080], [-2.6156, -4.6768, 4.0638], [-3.1910, 0.1103, 1.6295], [-5.0166, -0.8874, 3.0696], [-0.9378, -3.7056, 2.4987], [-3.2948, -4.7222, 4.7407], [-3.7711, 0.7665, 2.0225]], "multiplicity": 4, "energy_ev": -163147.927, "lumo_ev": [-2.72, -2.72], "homo_energy_ev": [-5.84, -8.23], "homo_lumo_gap_ev": [3.12, 5.51]}

---

[3]
{"formula": "C32H21BrCrN5O5S", "method": "ωB97M-V/def2-TZVPD", "species": ["Cr", "O", "C", "O", "C", "C", "C", "C", "C", "N", "C", "O", "O", "H", "H", "H", "H", "C", "C", "C", "C", "C", "C", "C", "C", "C", "S", "C", "N", "H", "H", "H", "H", "H", "H", "H", "H", "Br", "C", "C", "C", "C", "C", "C", "N", "N", "C", "C", "C", "C", "O", "C", "N", "C", "C", "C", "C", "H", "H", "H", "H", "H", "H", "H", "H", "H"], "coordinates": [[-0.0197, 1.8910, -1.2774], [1.1026, -1.5790, -2.9850], [0.9729, -0.4418, -2.3407], [-0.0817, 0.1906, -2.3702], [2.1243, 0.1096, -1.6338], [3.4421, -0.3126, -1.6494], [4.3798, 0.4549, -0.9714], [3.9783, 1.5912, -0.2774], [2.6417, 1.9499, -0.3203], [1.7664, 1.2273, -0.9969], [1.9752, 3.1782, 0.3104], [2.5944, 3.8544, 1.1067], [0.7686, 3.3323, -0.1053], [0.2571, -1.7738, -3.4174], [3.7057, -1.2130, -2.1861], [5.4248, 0.1771, -0.9873], [4.6687, 2.2033, 0.2853], [-3.3142, 1.5295, -0.4932], [-3.0692, 1.8695, -1.9320], [-4.1505, 1.7324, -2.8272], [-4.0434, 2.1738, -4.1091], [-2.8294, 2.7444, -4.5401], [-2.6761, 3.2839, -5.8322], [-1.4654, 3.7864, -6.2245], [-0.3696, 3.7366, -5.3567], [-0.4817, 3.2053, -4.0859], [0.9030, 3.0863, -3.0518], [-1.7438, 2.7446, -3.6255], [-1.8819, 2.3209, -2.3234], [-4.3728, 1.6320, -0.2617], [-2.7398, 2.1886, 0.1499], [-3.0171, 0.5005, -0.2843], [-5.0697, 1.2945, -2.4633], [-4.8735, 2.1016, -4.8015], [-3.5283, 3.2951, -6.5001], [-1.3447, 4.2153, -7.2108], [0.5977, 4.1085, -5.6676], [4.8320, -4.4022, 4.2740], [3.0213, -3.9037, 4.5682], [2.0773, -4.8873, 4.8187], [0.7645, -4.5209, 5.0467], [0.3761, -3.1807, 4.9704], [1.3439, -2.2048, 4.7117], [2.6670, -2.5657, 4.5317], [-0.9521, -2.8606, 5.2900], [-1.5761, -1.9058, 4.7863], [-1.2776, -1.2322, 3.6196], [-1.6288, 0.1137, 3.5820], [-1.3454, 0.9204, 2.4983], [-0.7613, 0.4095, 1.3341], [-0.6104, 1.1525, 0.2939], [-0.4021, -0.9982, 1.3228], [0.2037, -1.4778, 0.2119], [0.4937, -2.7577, 0.1570], [0.1188, -3.6736, 1.1470], [-0.5158, -3.2078, 2.2668], [-0.7156, -1.8232, 2.4353], [2.3708, -5.9276, 4.8467], [0.0076, -5.2680, 5.2500], [1.0544, -1.1632, 4.6635], [3.4196, -1.8100, 4.3529], [-2.0789, 0.5349, 4.4721], [-1.5733, 1.9785, 2.5138], [1.0233, -3.0950, -0.7292], [0.3123, -4.7295, 1.0159], [-0.8795, -3.9034, 3.0052]], "multiplicity": 2, "energy_ev": -160513.091, "lumo_ev": [-1.27, -1.20], "homo_energy_ev": [-7.32, -7.33], "homo_lumo_gap_ev": [6.05, 6.13]}

---

no.,F_max (eV/A)
1,0.14
2,4.67
3,2.06